Formula: C30H27Cl5N5O8RuSSe2
Source: the Open Molecules 2025 dataset
Level of theory: ωB97M-V/def2-TZVPD

ORCA input file:
```
! wB97M-V def2-TZVPD RIJCOSX def2/J DEFGRID3
* xyz -2 6
Ru -0.34038 0.21553 -1.78354
C 4.81637 5.38625 2.53663
C 4.20885 4.01798 2.36706
C 4.57697 2.96039 3.19445
C 4.02241 1.69934 3.02660
C 3.08229 1.49015 2.02940
C 2.70265 2.53005 1.19112
C 3.27090 3.78342 1.36623
S 2.34578 -0.13086 1.85041
O 3.41760 -1.07565 2.12737
O 1.23199 -0.16105 2.77431
N 1.78298 -0.16356 0.38516
C 2.57615 -0.14718 -0.71524
C 3.99143 -0.20078 -0.76579
C 4.62868 -0.16521 -1.98184
C 3.88977 -0.07533 -3.16194
C 2.52018 -0.02149 -3.04462
N 1.88602 -0.06688 -1.87120
H 5.52573 5.40296 3.36523
H 4.04716 6.13594 2.73420
H 5.34461 5.69582 1.63232
H 5.31412 3.12427 3.97411
H 4.32247 0.86889 3.65275
H 1.98213 2.36829 0.39344
H 2.97823 4.58641 0.69844
H 4.54951 -0.29583 0.15154
H 5.71228 -0.20525 -2.01687
H 4.35756 -0.01545 -4.13402
H 1.87825 0.10001 -3.90850
C -1.50809 1.30074 3.65813
N -2.34800 0.64792 2.68353
C -2.57765 1.14208 1.39022
Se -0.87668 1.52593 0.39958
N -3.55393 0.28612 0.87302
C -3.86879 -0.70337 1.76745
C -4.73811 -1.77615 1.68835
C -4.86919 -2.59294 2.81652
C -4.15539 -2.33222 3.97767
C -3.26887 -1.25247 4.05804
C -3.12496 -0.45287 2.93552
H -0.58165 1.63160 3.19127
H -1.24156 0.58616 4.43396
H -2.02386 2.15455 4.10730
H -3.66588 0.15515 -0.12317
H -5.28420 -1.97941 0.77631
H -5.54156 -3.44154 2.78195
H -4.27989 -2.97841 4.83802
H -2.69832 -1.06822 4.95832
C -1.74208 -3.53907 1.38107
C -1.98878 -2.51365 0.30354
N -2.79000 -2.87846 -0.72307
O -1.52570 -1.38633 0.37114
H -1.60342 -4.53679 0.96139
H -2.60168 -3.55012 2.05650
H -0.85555 -3.24227 1.93595
H -3.10607 -3.82309 -0.83366
H -2.99814 -2.15803 -1.41076
Cl -1.63276 -0.27729 -5.05760
C -1.07627 -1.70655 -4.25206
C -0.47483 -1.61481 -2.99026
C 0.01691 -2.83018 -2.49912
Cl 0.82711 -2.87470 -0.96876
C -0.14354 -4.05247 -3.15392
Cl 0.40933 -5.53182 -2.44180
C -0.78076 -4.09361 -4.38586
Cl -1.00196 -5.59854 -5.21086
C -1.23511 -2.90744 -4.94711
Cl -1.99602 -2.95563 -6.50326
O -0.57334 4.18788 -2.69258
Se 0.60091 3.06973 -2.73603
O 1.95475 3.56499 -3.46851
O 0.02346 1.66490 -3.47068
O 0.89842 2.48078 -1.20686
C -2.80660 1.86342 -2.68457
C -2.34301 0.51170 -2.20176
O -3.18162 -0.36910 -2.02258
H -3.89638 1.86167 -2.76256
H -2.34094 2.08626 -3.64250
H -2.45241 2.65477 -2.02202
*
```

molecular weight = 1053.90 g/mol
LUMO (alpha / beta) = 3.81 / 3.27 eV
E_tot = -9631.95187 Ha
energy above the lowest of the compared OMol25 structures with the same formula, charge and spin = 63.8 kcal per mole
E_HOMO (alpha / beta) = -1.0 / -3.1 eV